Here is 13 unconnected molecules or ions with the total composition C29H92O37P8 in a non-equilibrium geometry from the OMol25 dataset. Energies are from ωB97M-V/def2-TZVPD.

CARTESIAN COORDINATES (ANGSTROEM)
C: 1.783 -12.029 -14.372
O: 2.040 -11.544 -15.691
H: 1.824 -13.118 -14.347
H: 2.594 -11.685 -13.730
H: 0.803 -11.748 -13.985
H: 1.845 -12.206 -16.358
C: -15.426 -15.439 -10.753
O: -14.052 -15.190 -10.701
H: -15.810 -15.956 -11.633
H: -15.727 -16.070 -9.917
H: -16.035 -14.535 -10.751
H: -13.833 -14.692 -11.492
C: -18.004 -22.018 -15.478
O: -17.025 -21.928 -16.529
H: -17.640 -21.582 -14.547
H: -18.954 -21.541 -15.717
H: -18.324 -23.043 -15.291
H: -17.311 -21.164 -17.036
C: -8.158 -20.697 -25.292
O: -8.819 -20.901 -24.105
H: -7.921 -21.653 -25.758
H: -8.687 -20.206 -26.109
H: -7.229 -20.148 -25.139
H: -8.551 -21.747 -23.738
C: -7.152 -23.035 -13.297
O: -6.010 -23.891 -13.078
H: -7.735 -23.256 -14.191
H: -7.837 -23.017 -12.449
H: -6.810 -22.008 -13.423
H: -6.327 -24.770 -13.297
C: -7.924 -14.863 -19.761
O: -9.010 -14.475 -18.857
P: -8.898 -14.788 -17.245
O: -9.868 -14.086 -16.362
O: -9.026 -16.409 -17.158
C: -10.313 -17.014 -17.388
O: -7.278 -14.609 -16.909
C: -6.652 -13.357 -17.135
H: -7.167 -15.468 -19.261
H: -7.473 -14.038 -20.312
H: -8.413 -15.466 -20.527
H: -11.078 -16.258 -17.563
H: -10.560 -17.496 -16.442
H: -10.182 -17.741 -18.190
H: -5.858 -13.384 -17.882
H: -6.250 -13.100 -16.155
H: -7.312 -12.554 -17.463
C: -11.120 -8.447 -24.280
O: -12.067 -7.515 -24.856
P: -11.708 -6.581 -26.141
O: -12.894 -6.186 -26.970
O: -11.025 -5.274 -25.463
C: -11.108 -3.983 -26.031
O: -10.442 -7.310 -26.906
C: -10.130 -7.058 -28.289
H: -11.502 -9.467 -24.324
H: -10.942 -8.185 -23.238
H: -10.176 -8.442 -24.826
H: -11.593 -3.296 -25.336
H: -11.659 -4.050 -26.969
H: -10.143 -3.570 -26.323
H: -11.077 -7.138 -28.823
H: -9.468 -7.807 -28.724
H: -9.564 -6.135 -28.416
C: -21.113 -17.489 -23.039
O: -19.836 -17.102 -23.447
P: -18.586 -18.073 -23.161
O: -18.186 -18.239 -21.771
O: -18.913 -19.465 -23.889
C: -19.356 -19.571 -25.259
O: -17.432 -17.465 -24.120
C: -16.191 -18.119 -24.329
H: -21.488 -17.001 -22.140
H: -21.100 -18.575 -22.951
H: -21.840 -17.203 -23.800
H: -18.522 -19.862 -25.898
H: -19.688 -18.597 -25.620
H: -20.216 -20.238 -25.312
H: -15.890 -18.673 -23.441
H: -15.459 -17.329 -24.500
H: -16.248 -18.791 -25.185
C: -16.326 -10.454 -19.306
O: -16.666 -9.194 -19.725
P: -17.039 -8.017 -18.660
O: -17.735 -8.536 -17.465
O: -17.939 -6.979 -19.558
C: -17.306 -6.191 -20.630
O: -15.570 -7.316 -18.401
C: -14.474 -7.794 -17.636
H: -16.178 -10.572 -18.232
H: -15.515 -10.856 -19.913
H: -17.170 -11.105 -19.534
H: -18.072 -5.978 -21.375
H: -16.474 -6.709 -21.107
H: -17.013 -5.191 -20.308
H: -14.561 -8.806 -17.243
H: -14.403 -7.201 -16.724
H: -13.500 -7.640 -18.103
C: -13.177 -22.639 -8.346
O: -12.652 -23.972 -8.231
P: -11.754 -24.496 -6.979
O: -11.143 -25.857 -7.020
O: -12.774 -24.300 -5.776
C: -14.163 -24.619 -5.971
O: -10.693 -23.281 -6.803
C: -9.321 -23.636 -6.785
H: -14.265 -22.687 -8.296
H: -12.980 -22.218 -9.332
H: -12.792 -21.832 -7.723
H: -14.398 -25.119 -6.910
H: -14.766 -23.710 -5.953
H: -14.458 -25.252 -5.134
H: -9.026 -23.669 -5.737
H: -8.736 -22.887 -7.319
H: -9.092 -24.574 -7.292
C: -17.362 -28.799 -17.303
O: -16.637 -29.890 -16.717
P: -15.374 -29.554 -15.715
O: -14.565 -30.734 -15.317
O: -14.597 -28.412 -16.553
C: -13.620 -27.671 -15.911
O: -16.133 -28.721 -14.527
C: -16.046 -29.242 -13.206
H: -17.213 -28.830 -18.382
H: -17.086 -27.773 -17.061
H: -18.419 -28.928 -17.070
H: -13.576 -26.739 -16.475
H: -12.682 -28.204 -16.066
H: -13.850 -27.426 -14.874
H: -15.104 -28.937 -12.748
H: -16.246 -30.300 -13.041
H: -16.835 -28.754 -12.634
C: -2.583 -19.657 -19.521
O: -1.738 -18.605 -19.121
P: -0.608 -18.002 -20.100
O: 0.136 -16.801 -19.582
O: -1.372 -17.838 -21.508
C: -0.729 -17.380 -22.689
O: 0.358 -19.298 -20.368
C: 1.055 -19.891 -19.224
H: -2.510 -19.847 -20.592
H: -3.595 -19.381 -19.227
H: -2.343 -20.597 -19.025
H: -0.940 -16.334 -22.913
H: -0.907 -18.027 -23.548
H: 0.344 -17.407 -22.497
H: 0.571 -19.691 -18.268
H: 2.098 -19.576 -19.227
H: 0.938 -20.973 -19.288
C: -4.262 -7.384 -22.597
O: -5.108 -7.124 -21.470
P: -4.796 -6.027 -20.315
O: -5.953 -5.647 -19.442
O: -4.272 -4.787 -21.178
C: -5.199 -3.980 -21.927
O: -3.477 -6.649 -19.573
C: -2.670 -5.901 -18.747
H: -4.914 -7.427 -23.470
H: -3.708 -8.313 -22.464
H: -3.549 -6.605 -22.868
H: -6.191 -3.938 -21.477
H: -5.396 -4.461 -22.885
H: -4.762 -2.992 -22.071
H: -2.948 -4.878 -18.497
H: -1.729 -5.826 -19.293
H: -2.344 -6.456 -17.867

The energy above the lowest of the compared OMol25 structures with the same formula, charge and spin is 3.515 eV. The charge is 0. As for the orbital gap: 10.4 eV.

Here is 18 unconnected molecules or ions with the total composition C29H98N4O22 in a non-equilibrium geometry from the OMol25 dataset. Energies are from ωB97M-V/def2-TZVPD.

CARTESIAN COORDINATES (ANGSTROEM)
C: -4.519 4.913 -4.271
O: -3.689 4.427 -5.311
C: -3.022 5.492 -5.908
C: -1.902 4.884 -6.798
N: -0.899 4.233 -5.960
C: 0.155 3.564 -6.750
C: 0.957 2.603 -5.867
O: 0.035 1.616 -5.286
C: 0.215 1.283 -3.937
H: -5.348 5.477 -4.697
H: -3.827 5.546 -3.714
H: -4.987 4.238 -3.554
H: -2.544 6.177 -5.208
H: -3.721 6.015 -6.561
H: -1.349 5.686 -7.288
H: -2.324 4.178 -7.513
H: -1.258 3.430 -5.464
H: 0.716 4.335 -7.276
H: -0.251 2.846 -7.463
H: 1.634 3.051 -5.140
H: 1.696 2.128 -6.513
H: -0.531 0.551 -3.629
H: 0.068 2.181 -3.336
H: 1.203 0.842 -3.810
C: 0.560 -5.632 -12.292
O: 0.354 -5.181 -10.989
C: 0.199 -3.779 -10.869
C: 0.288 -3.401 -9.380
N: 1.619 -3.309 -8.835
C: 2.243 -4.618 -8.618
C: 3.493 -4.486 -7.747
O: 3.271 -4.597 -6.286
C: 4.401 -5.118 -5.577
H: 1.582 -5.570 -12.666
H: -0.032 -5.095 -13.033
H: 0.213 -6.665 -12.320
H: -0.745 -3.476 -11.321
H: 1.007 -3.263 -11.387
H: -0.228 -4.162 -8.795
H: -0.197 -2.434 -9.246
H: 1.613 -2.920 -7.903
H: 2.311 -5.146 -9.569
H: 1.564 -5.109 -7.920
H: 4.158 -3.661 -8.002
H: 4.090 -5.357 -8.019
H: 4.294 -4.965 -4.503
H: 5.271 -4.506 -5.813
H: 4.522 -6.131 -5.961
C: 5.836 2.687 3.115
O: 5.534 2.651 4.515
C: 4.115 2.656 4.826
C: 3.540 4.051 5.149
N: 4.162 4.780 6.248
C: 3.362 5.988 6.559
C: 2.249 5.759 7.573
O: 1.056 5.404 6.880
C: 0.207 4.523 7.541
H: 5.243 1.967 2.551
H: 6.884 2.467 2.912
H: 5.655 3.670 2.680
H: 4.028 2.111 5.766
H: 3.503 2.098 4.118
H: 2.478 3.974 5.378
H: 3.565 4.663 4.247
H: 5.125 4.995 6.032
H: 3.120 6.582 5.677
H: 4.083 6.663 7.020
H: 1.981 6.628 8.174
H: 2.566 4.987 8.274
H: -0.665 4.281 6.934
H: -0.074 5.072 8.440
H: 0.728 3.597 7.784
C: -1.944 2.573 1.061
O: -1.703 1.282 1.554
C: -1.792 1.319 2.997
C: -1.153 -0.010 3.606
N: -2.179 -1.031 3.377
C: -1.666 -2.343 3.764
C: -0.341 -2.695 3.089
O: 0.809 -2.047 3.718
C: 2.044 -2.551 3.221
H: -1.063 3.155 1.331
H: -2.857 3.076 1.380
H: -1.756 2.550 -0.012
H: -2.815 1.552 3.292
H: -1.211 2.135 3.427
H: -0.820 0.161 4.630
H: -0.290 -0.163 2.957
H: -2.272 -1.009 2.372
H: -2.443 -3.029 3.427
H: -1.732 -2.552 4.832
H: -0.282 -2.376 2.048
H: -0.248 -3.780 3.034
H: 2.129 -2.233 2.182
H: 2.130 -3.634 3.309
H: 2.835 -2.026 3.757
C: -8.551 7.135 2.096
O: -7.857 7.255 3.309
H: -7.877 7.428 1.291
H: -8.856 6.096 1.971
H: -9.401 7.817 2.092
H: -8.479 7.177 4.036
C: 7.241 -7.198 7.051
O: 6.880 -7.722 8.290
H: 8.113 -6.547 7.109
H: 7.284 -7.945 6.259
H: 6.439 -6.483 6.869
H: 6.201 -8.378 8.116
C: -4.633 -0.750 -3.179
O: -4.034 -0.828 -1.888
H: -5.419 -1.504 -3.226
H: -5.115 0.205 -3.385
H: -3.887 -0.889 -3.962
H: -3.934 0.055 -1.523
C: -2.154 -5.989 -2.038
O: -2.912 -5.397 -0.975
H: -1.683 -6.898 -1.663
H: -2.714 -6.259 -2.933
H: -1.377 -5.277 -2.316
H: -3.007 -4.468 -1.199
C: -7.928 0.802 5.519
O: -6.745 0.614 6.304
H: -8.074 1.841 5.223
H: -7.984 0.165 4.637
H: -8.766 0.511 6.151
H: -6.193 0.124 5.689
O: 1.589 -3.427 8.207
H: 1.440 -3.025 7.352
H: 1.522 -4.368 8.044
O: 6.725 -9.448 2.082
H: 5.875 -9.610 2.490
H: 6.605 -9.700 1.166
O: -8.085 -2.420 0.662
H: -8.283 -3.075 1.331
H: -7.197 -2.127 0.867
O: 2.541 8.053 0.691
H: 2.203 7.684 -0.125
H: 1.782 8.085 1.273
O: 0.965 -7.906 7.889
H: 1.656 -8.507 8.167
H: 0.651 -8.269 7.061
O: -0.822 8.087 3.716
H: -1.616 8.619 3.767
H: -0.752 7.678 4.579
O: 9.423 -1.827 4.909
H: 9.086 -0.931 4.872
H: 9.136 -2.225 4.088
O: 1.362 6.554 -3.077
H: 2.124 6.970 -3.481
H: 0.896 6.146 -3.807
O: -5.515 -8.558 1.646
H: -5.054 -7.776 1.345
H: -4.852 -9.061 2.119

The charge is 0. As for the orbital gap: 8.8 eV.

Here is a molecular structure, C2Br2Cl2O in a non-equilibrium geometry from the OMol25 dataset. Energies are from ωB97M-V/def2-TZVPD.

CARTESIAN COORDINATES (ANGSTROEM)
C: 1.875 -0.054 0.012
C: -2.006 -0.030 -0.472
O: 1.797 -1.117 -0.520
Cl: 2.744 0.125 1.476
Cl: 1.085 1.406 -0.624
Br: -3.008 1.367 0.061
Br: -2.487 -1.698 0.066

The energy above the lowest of the compared OMol25 structures with the same formula, charge and spin is 2.938 eV. The charge is 0. As for the orbital gap: 7.7 eV.

Here is 2 unconnected molecules or ions with the total composition C2Br2I2 in a non-equilibrium geometry from the OMol25 dataset. Energies are from ωB97M-V/def2-TZVPD.

CARTESIAN COORDINATES (ANGSTROEM)
C: 0.983 -0.616 -0.710
C: 0.974 -0.592 0.512
Br: 1.723 -0.600 -2.284
Br: 0.681 -0.545 2.246
I: -2.425 -0.131 -0.180
I: -1.936 2.484 0.416

The energy above the lowest of the compared OMol25 structures with the same formula, charge and spin is 1.392 eV. The charge is 0. As for the orbital gap: 7.2 eV.

Here is a molecular structure, C2Br2IN in a non-equilibrium geometry from the OMol25 dataset. Energies are from ωB97M-V/def2-TZVPD.

CARTESIAN COORDINATES (ANGSTROEM)
C: -0.248 0.714 -0.029
C: -0.832 -0.472 -0.032
N: 0.547 1.625 0.176
Br: -0.992 -1.243 -1.622
Br: -1.147 -1.360 1.678
I: 2.672 0.737 -0.171

The energy above the lowest of the compared OMol25 structures with the same formula, charge and spin is 0.422 eV. The charge is 0. As for the orbital gap (alpha / beta): 6.9 / 6.7 eV.

Here is 2 unconnected molecules or ions with the total composition C2Br4N2O4 in a non-equilibrium geometry from the OMol25 dataset. Energies are from ωB97M-V/def2-TZVPD.

CARTESIAN COORDINATES (ANGSTROEM)
C: -0.486 1.097 0.481
C: 0.319 -1.237 -0.521
N: 0.223 1.494 -0.705
N: -0.085 -1.485 0.819
O: 1.466 1.529 -0.735
O: -0.463 1.690 -1.729
O: 0.783 -1.525 1.630
O: -1.266 -1.587 1.117
Br: 0.537 1.278 1.999
Br: -2.301 1.014 0.296
Br: -0.902 -1.326 -1.956
Br: 2.176 -0.942 -0.696

The energy above the lowest of the compared OMol25 structures with the same formula, charge and spin is 2.406 eV. The charge is 0. As for the orbital gap (alpha / beta): 6.9 / 6.9 eV.

Q: Number 5 is which compound?
A: C2Br2IN

Repeat the fourth record exactly.
Here is 2 unconnected molecules or ions with the total composition C2Br2I2 in a non-equilibrium geometry from the OMol25 dataset. Energies are from ωB97M-V/def2-TZVPD.

CARTESIAN COORDINATES (ANGSTROEM)
C: 0.983 -0.616 -0.710
C: 0.974 -0.592 0.512
Br: 1.723 -0.600 -2.284
Br: 0.681 -0.545 2.246
I: -2.425 -0.131 -0.180
I: -1.936 2.484 0.416

The energy above the lowest of the compared OMol25 structures with the same formula, charge and spin is 1.392 eV. The charge is 0. As for the orbital gap: 7.2 eV.

Copy entry 4 word for word.
Here is 2 unconnected molecules or ions with the total composition C2Br2I2 in a non-equilibrium geometry from the OMol25 dataset. Energies are from ωB97M-V/def2-TZVPD.

CARTESIAN COORDINATES (ANGSTROEM)
C: 0.983 -0.616 -0.710
C: 0.974 -0.592 0.512
Br: 1.723 -0.600 -2.284
Br: 0.681 -0.545 2.246
I: -2.425 -0.131 -0.180
I: -1.936 2.484 0.416

The energy above the lowest of the compared OMol25 structures with the same formula, charge and spin is 1.392 eV. The charge is 0. As for the orbital gap: 7.2 eV.